(1)
17
Properties=species:S:1:pos:R:3:mulliken_charge:R:1 method="wB97M-V/def2-TZVPD" relative_energy_ev=0.594 spin_multiplicity=1 e_tot_ha=-326.109659 gap_ha=0.369 homo_ha=-0.3423 smiles=NCCCO.O total_charge=0 max_force_ev_per_a=1.71
C -0.5446 1.8853 0.9107 -0.356
C -0.8661 0.4304 0.6156 -0.563
C 0.3481 -0.4897 0.7224 -0.434
O 0.0622 -1.7948 0.2269 -0.489
N -1.5047 2.7713 0.2608 -0.596
H 0.4367 2.1234 0.5094 0.248
H -0.4780 2.0752 1.9891 0.259
H -1.2954 0.4154 -0.3969 0.407
H -1.6565 0.0539 1.2661 0.253
H 0.5203 -0.6476 1.7861 0.266
H 1.2056 -0.0352 0.2244 0.307
H -0.3850 -1.6883 -0.6149 0.296
H -1.5745 3.6972 0.6513 0.211
H -2.4295 2.3748 0.2348 0.192
H 3.2337 -3.2332 -2.4977 0.307
H 2.0935 -3.8784 -3.2313 0.311
O 2.8339 -4.0596 -2.6568 -0.620

=====

(2)
17
Properties=species:S:1:pos:R:3:mulliken_charge:R:1 method="wB97M-V/def2-TZVPD" relative_energy_ev=1.030 spin_multiplicity=1 e_tot_ha=-326.093632 gap_ha=0.303 homo_ha=-0.2764 smiles="C/C=C/N.O.O" total_charge=0 max_force_ev_per_a=2.64
C -2.2439 -1.7558 0.9943 -1.084
C -1.6271 -0.7584 0.0755 -0.130
C -0.3014 -0.7850 -0.1272 -0.363
N 0.3537 0.3264 -0.6611 -0.414
H -3.2328 -1.4378 1.2948 0.312
H -2.4217 -2.8130 0.7141 0.268
H -1.6182 -1.7148 1.8984 0.272
H -2.2772 0.0555 -0.2071 0.307
H 0.3097 -1.6584 0.0730 0.390
H -0.0441 1.0223 -1.2759 0.219
H 1.3147 0.1255 -0.8874 0.257
H 3.0097 0.8112 1.8880 0.303
H 1.7479 0.2148 1.3055 0.310
O 2.5942 0.5711 1.0490 -0.626
H 1.1969 3.2198 -1.6489 0.332
H 2.0477 2.0700 -2.1927 0.324
O 1.1920 2.5068 -2.2923 -0.677

=====

(3)
17
Properties=species:S:1:pos:R:3:mulliken_charge:R:1 method="wB97M-V/def2-TZVPD" relative_energy_ev=2.076 spin_multiplicity=1 e_tot_ha=-326.055193 gap_ha=0.316 homo_ha=-0.2951 smiles="C=CNC.O.O" total_charge=0 max_force_ev_per_a=5.48
C -1.7241 1.9876 0.6907 -0.904
C -1.4126 0.9806 1.5245 0.209
N -0.7888 -0.2426 1.2731 -0.371
C 0.3515 -0.7067 2.3243 -0.543
H -1.4499 1.9856 -0.3508 0.224
H -2.0767 2.9478 0.9667 0.268
H -1.6701 1.1079 2.6298 0.228
H -0.3530 -0.2204 0.4495 0.232
H 1.1961 -0.6804 1.6812 0.130
H 0.4636 -0.0687 3.1934 0.300
H 0.1264 -1.7590 2.5097 0.234
H 3.4274 0.1473 -0.4582 0.313
H 4.3587 -0.9528 0.1739 0.313
O 3.4576 -0.6529 0.0377 -0.632
H -0.8552 -1.0049 -4.9024 0.330
H -1.3932 -1.6340 -6.2539 0.302
O -1.6577 -1.2343 -5.4892 -0.633

=====

(4)
18
Properties=species:S:1:pos:R:3:mulliken_charge:R:1 method="wB97M-V/def2-TZVPD" relative_energy_ev=0.208 spin_multiplicity=1 e_tot_ha=-724.304081 gap_ha=0.358 homo_ha=-0.3422 smiles=N[C@H](CO)CS.O total_charge=0 max_force_ev_per_a=1.69
C 1.2458 -1.6367 -0.6728 -0.851
O 1.0890 -3.0074 -0.3139 -0.536
C -0.0120 -0.7931 -0.6055 0.351
C 0.4460 0.6713 -0.7899 -0.826
S -1.0002 1.7904 -0.9619 -0.194
N -0.7104 -1.0171 0.6641 -0.726
H 1.9537 -1.2846 0.0863 0.342
H 1.6820 -1.5989 -1.6567 0.373
H 0.6445 -3.0341 0.5461 0.339
H -0.6836 -1.0982 -1.3974 0.343
H 1.0171 0.7328 -1.7064 0.360
H 1.0030 0.9720 0.0920 0.316
H -1.2929 1.3351 -2.1855 0.128
H -1.3438 -0.2279 0.7813 0.283
H -0.0474 -0.8289 1.4182 0.297
H 0.3143 2.4204 2.2555 0.311
H 0.4987 1.5050 3.4580 0.318
O -0.1748 1.8513 2.8590 -0.629

=====

(5)
18
Properties=species:S:1:pos:R:3:mulliken_charge:R:1 method="wB97M-V/def2-TZVPD" relative_energy_ev=0.841 spin_multiplicity=1 e_tot_ha=-724.280833 gap_ha=0.346 homo_ha=-0.3255 smiles=OCNCCS.O total_charge=0 max_force_ev_per_a=2.17
C 0.4410 0.7145 -0.0814 -0.760
C 1.5306 1.2494 -0.9564 -0.463
S 1.5552 3.0961 -0.7752 -0.268
N 0.5277 -0.8020 -0.1044 -0.321
C 0.1498 -1.4145 1.1585 -0.323
O -1.1003 -2.0682 1.0707 -0.526
H -0.5532 0.9944 -0.4390 0.373
H 0.4239 1.0503 0.9597 0.434
H 2.5341 0.9163 -0.6660 0.342
H 1.4510 1.0726 -2.0301 0.317
H 0.3909 3.3639 -0.1847 0.104
H -0.0305 -1.0747 -0.8984 0.266
H 0.0315 -0.6424 1.9489 0.196
H 0.9435 -2.1023 1.4585 0.351
H -1.0333 -3.0225 1.0815 0.307
H -2.4114 -0.1680 0.1567 0.323
H -2.3993 -1.0673 -0.8852 0.313
O -2.4511 -0.0957 -0.8137 -0.663

=====

(6)
18
Properties=species:S:1:pos:R:3:mulliken_spin:R:1 method="wB97M-V/def2-TZVPD" relative_energy_ev=4.779 spin_multiplicity=2 e_tot_ha=-723.815321 s2=1.755 gap_ha="0.308 / 0.177" homo_ha="-0.5439 / -0.5075" total_charge=+1 max_force_ev_per_a=2.06
C 0.7329 0.3216 1.1659 0.093
O 1.6775 1.1749 1.5028 -0.766
C -0.3058 0.8519 0.0803 0.090
C 0.1904 0.5175 -1.3500 -0.082
S -0.1767 -1.1499 -1.7739 1.417
N -0.6808 2.2159 0.1494 0.252
H 1.0957 -0.6663 0.8217 -0.059
H 0.1100 0.0617 2.0429 -0.061
H 0.0678 2.8295 -0.1792 0.002
H -1.2336 0.3087 0.2991 0.006
H 1.2740 0.6168 -1.4491 0.031
H -0.2989 1.1875 -2.0572 0.044
H 2.1493 -0.5504 3.3727 0.001
H -0.7717 2.5270 1.1164 0.012
H 2.2152 -1.1507 2.9428 -0.001
H -1.4978 -1.7283 -0.0455 -0.004
H -1.9071 -2.7581 0.8892 -0.003
O -1.3583 -1.9571 0.8906 0.027

=====

(7)
19
Properties=species:S:1:pos:R:3:mulliken_charge:R:1 method="wB97M-V/def2-TZVPD" relative_energy_ev=1.192 spin_multiplicity=1 e_tot_ha=-1122.464018 gap_ha=0.318 homo_ha=-0.3020 smiles=N[C@@H](CO)CSS.O total_charge=0 max_force_ev_per_a=3.27
N 1.2242 0.5026 0.7549 -0.566
C -0.1024 -0.1495 0.7574 0.603
C -0.4324 -0.7285 2.1586 -0.615
O 0.7779 -1.0913 2.7797 -0.589
C -0.9986 1.0358 0.3558 -0.920
S -1.4089 1.0390 -1.3924 -0.065
S -0.2326 2.5116 -2.2877 -0.216
H 1.8371 0.1745 0.0532 0.188
H 1.6223 0.4063 1.6124 0.231
H -0.1187 -0.9265 -0.0428 0.092
H -0.8668 0.0604 2.7889 0.334
H -1.0975 -1.5846 2.0718 0.327
H 1.2630 -1.7977 2.3524 0.315
H -0.4760 2.0203 0.4558 0.421
H -1.9430 0.9994 0.9114 0.306
H 0.5191 1.8023 -3.2161 0.145
H 0.4397 -1.4922 -4.1536 0.284
H -0.1990 -1.7171 -2.6891 0.301
O 0.1926 -1.0647 -3.2706 -0.574